[1]
47
Properties=species:S:1:pos:R:3:forces:R:3 method="wB97M-V/def2-TZVPD" orbital_gap_ev="5.99 / 5.99" largest_force_ev_per_a=5.78 homo_energy_ev="-8.7232 / -8.7232" relative_energy_kj_mol=1147.8 total_energy_ev=-106801.1670
Zn 1.3990 -1.1546 0.0208 0.632 0.515 0.031
O -0.8039 5.1591 -1.3029 -0.001 0.023 0.064
N 0.3434 5.0765 -0.8948 0.009 -0.012 0.011
O 1.0297 6.0080 -0.5349 0.009 0.045 -0.052
C 0.8991 3.7318 -0.8418 0.190 -0.244 -0.440
C 2.2246 3.5580 -0.6686 -0.045 0.160 0.085
C 3.0337 2.3670 -0.5817 0.226 0.008 0.009
C 4.3852 2.4694 -0.9453 -0.058 -0.014 0.070
C 5.1976 1.3574 -1.0037 -0.008 -0.004 0.034
C 4.6133 0.1169 -0.7563 -0.001 0.005 -0.183
N 3.3566 -0.0177 -0.3787 -0.043 0.036 0.362
C 2.5970 1.0843 -0.1392 -0.094 -0.028 -0.116
C 0.1413 1.5622 -1.6883 -0.837 -1.218 -0.139
N -0.8351 -0.3099 -1.0217 -1.049 0.111 2.246
C -1.6426 0.0373 -0.1045 0.624 0.300 -0.751
C -1.8096 1.3934 0.3691 -0.691 0.104 0.528
C -1.1542 2.4713 -0.0240 0.601 1.198 0.534
C -0.0885 2.6658 -1.0318 -0.204 -1.510 0.716
H 2.7763 4.4927 -0.6157 -0.024 0.013 -0.028
H 4.7819 3.4438 -1.2067 -0.001 0.004 0.005
H 6.2411 1.4310 -1.2685 -0.010 -0.009 -0.045
H 5.1746 -0.8005 -0.8900 0.006 0.005 0.002
H -2.2038 -0.7509 0.3956 0.144 -0.154 0.058
H -2.4822 1.5293 1.2067 -0.032 -0.108 -0.035
H -1.2418 3.3646 0.5868 -0.414 0.025 -0.165
O 0.9776 -3.0087 3.2873 0.010 0.002 0.027
C 0.7502 -2.8190 2.1164 -0.001 0.013 -0.128
O 1.6715 -2.5400 1.2158 -0.269 -0.097 0.071
C -0.6692 -2.9136 1.5952 0.013 -0.019 0.051
C -0.9343 -3.4049 0.3238 0.010 0.047 0.006
C -2.2453 -3.5766 -0.1378 -0.025 0.027 -0.007
C -3.2523 -3.2241 0.7247 0.009 -0.040 0.003
O -4.6007 -3.2972 0.5248 0.002 0.058 -0.019
C -5.2075 -2.9030 1.7569 -0.026 -0.020 0.008
O -4.1723 -2.4578 2.6326 0.001 0.052 -0.026
C -2.9916 -2.7252 1.9936 0.001 -0.054 0.028
C -1.7159 -2.5679 2.4654 0.002 0.012 0.013
H -0.1071 -3.7069 -0.3061 0.002 0.023 -0.011
H -2.4579 -3.9832 -1.1163 0.000 0.011 -0.007
H -5.7194 -3.7600 2.2003 0.030 -0.017 0.005
H -5.9036 -2.0851 1.5711 0.007 0.008 -0.004
H -1.5023 -2.2123 3.4638 0.006 -0.037 0.010
O -1.3465 0.1343 -3.1390 0.118 -1.177 0.971
Cl 0.0151 0.1137 -2.5702 3.048 3.010 -3.875
O 1.2514 -0.6062 -1.9214 -1.693 -1.056 -0.199
O 0.7405 0.3969 -3.8097 0.051 0.051 0.250
O 1.4868 0.8603 0.4491 -0.224 -0.047 0.032

---

[2]
84
Properties=species:S:1:pos:R:3:forces:R:3 method="wB97M-V/def2-TZVPD" orbital_gap_ev=8.45 largest_force_ev_per_a=0.15 homo_energy_ev=-6.3530 total_charge=-1 relative_energy_kj_mol=0.0 total_energy_ev=-60590.7235
Rb -1.5662 1.2756 -1.6740 -0.003 0.019 -0.056
C 0.3142 0.8534 2.9661 -0.013 0.008 0.001
C -0.2004 0.3234 1.7738 -0.002 -0.017 -0.036
N -1.0313 1.1739 1.1856 -0.010 -0.007 0.058
N -1.0795 2.2590 1.9798 -0.010 0.033 -0.013
C -0.2829 2.0940 3.0524 0.012 -0.006 0.020
B -1.8870 3.5399 1.6468 -0.006 -0.027 -0.009
N -3.3067 3.2047 1.1467 0.026 0.026 0.007
C -4.4317 3.2681 1.8849 0.006 -0.026 -0.004
C -5.4889 2.8650 1.0982 -0.016 0.037 -0.018
C -4.8933 2.5728 -0.1392 0.007 -0.038 0.025
N -3.5839 2.7764 -0.1018 0.031 0.036 0.039
N -1.1141 4.4099 0.6269 -0.004 -0.039 -0.003
C -0.9132 5.7382 0.7054 -0.016 0.002 -0.018
C -0.1811 6.1325 -0.3949 0.010 -0.006 0.010
C 0.0262 4.9373 -1.1004 -0.025 0.023 0.002
N -0.5400 3.9090 -0.4823 0.010 -0.045 -0.015
H 1.0033 0.4013 3.6585 0.001 0.000 0.002
H -0.0006 -0.6301 1.3081 0.006 0.009 0.016
H -0.2059 2.8672 3.7988 0.002 -0.001 -0.002
H -1.9942 4.1772 2.6685 0.004 0.005 -0.005
H -4.3940 3.5967 2.9104 0.000 -0.002 0.002
H -6.5272 2.7947 1.3743 0.001 0.004 -0.003
H -5.3469 2.1924 -1.0411 0.002 -0.003 -0.001
H -1.3013 6.3002 1.5386 0.000 0.002 -0.001
H 0.1589 7.1235 -0.6415 0.000 0.000 0.003
H 0.5666 4.7766 -2.0213 0.001 0.003 0.000
N 5.8395 -1.2933 -0.5930 -0.079 0.028 0.029
C 7.0272 -1.3969 0.0923 0.015 -0.017 -0.008
C 7.9683 -2.4174 0.1865 0.010 -0.016 0.014
C 9.0786 -2.1724 0.9721 -0.014 -0.002 -0.012
C 9.2479 -0.9489 1.6402 -0.003 0.014 0.004
C 8.3074 0.0586 1.5462 0.022 -0.011 0.008
C 7.1762 -0.1738 0.7652 -0.022 0.026 -0.014
N 6.0862 0.6418 0.5143 0.009 -0.017 0.006
C 5.3223 -0.0650 -0.2772 0.006 0.032 -0.004
C 4.0267 0.3782 -0.8150 0.004 0.001 0.040
C 3.2169 1.2479 -0.0950 0.007 -0.025 -0.018
C 1.9886 1.6097 -0.6254 0.013 -0.034 -0.077
N 1.5470 1.1721 -1.8097 -0.100 0.049 0.101
C 2.3337 0.3479 -2.4948 0.073 -0.041 0.007
C 3.5733 -0.0757 -2.0473 -0.019 0.017 -0.025
H 5.2796 -2.0618 -0.9765 0.046 -0.019 -0.035
H 7.8351 -3.3597 -0.3290 0.002 0.002 -0.001
H 9.8360 -2.9391 1.0750 -0.001 -0.001 -0.001
H 10.1347 -0.7985 2.2427 -0.001 0.003 0.001
H 8.4304 1.0017 2.0624 0.001 0.001 0.000
H 3.5343 1.6160 0.8705 0.001 0.001 0.001
H 1.3174 2.2680 -0.0857 0.005 0.018 -0.004
H 1.9532 0.0018 -3.4504 -0.001 -0.001 0.002
H 4.1732 -0.7445 -2.6484 -0.010 -0.002 -0.013
N 1.5184 -3.0726 -1.3019 -0.110 -0.042 -0.024
C 1.7900 -2.8357 0.0155 0.011 0.007 0.036
C 3.1456 -2.9107 0.1388 0.042 -0.006 -0.054
N 3.7126 -3.1912 -1.0851 0.000 0.012 0.074
C 2.6945 -3.2844 -1.9170 0.010 0.042 -0.002
H 0.5708 -3.1162 -1.7123 0.001 -0.006 -0.002
H 1.0133 -2.6484 0.7355 -0.003 -0.009 -0.018
H 3.7468 -2.7691 1.0224 0.003 0.001 -0.003
H 2.7653 -3.4909 -2.9727 0.008 -0.009 0.006
C -6.6554 -1.9834 -2.1354 0.006 0.002 -0.002
C -6.0568 -1.7536 -0.7522 -0.005 0.000 0.001
C -4.5805 -2.1300 -0.6528 -0.001 -0.024 0.037
C -4.0634 -1.9849 0.8130 -0.010 0.005 -0.007
C -4.1601 -0.5822 1.3973 0.006 0.017 -0.009
C -4.3758 -3.5972 -0.9687 -0.024 -0.007 -0.064
O -5.1809 -4.4682 -0.6994 0.012 0.007 0.025
N -3.1624 -3.8896 -1.5228 -0.018 -0.015 0.025
C -2.1544 -2.9545 -1.8395 -0.024 0.008 -0.033
O -1.0523 -3.4512 -2.1194 0.035 0.006 0.016
N -2.4450 -1.6561 -1.8754 -0.033 0.028 0.002
C -3.6991 -1.2441 -1.5407 0.066 0.096 -0.021
O -4.1045 -0.1254 -1.8510 0.043 -0.099 0.026
H -7.7057 -1.6870 -2.1527 0.000 0.000 0.000
H -6.6035 -3.0367 -2.4155 -0.003 0.002 -0.002
H -6.1294 -1.3911 -2.8848 -0.001 -0.001 0.001
H -6.6010 -2.3411 -0.0093 -0.001 -0.001 -0.003
H -6.1485 -0.7015 -0.4855 0.000 0.003 -0.008
H -3.0225 -2.3201 0.8450 0.003 0.005 -0.010
H -4.6437 -2.6880 1.4171 0.005 -0.002 0.007
H -3.6303 0.1550 0.7943 0.006 -0.005 0.001
H -3.7103 -0.5674 2.3916 -0.007 -0.004 0.006
H -5.1938 -0.2504 1.4927 -0.003 -0.005 0.000
H -2.9103 -4.8615 -1.6168 0.006 0.001 -0.002

---

[3]
98
Properties=species:S:1:pos:R:3:forces:R:3 method="wB97M-V/def2-TZVPD" orbital_gap_ev="5.53 / 5.55" largest_force_ev_per_a=3.26 homo_energy_ev="-7.2758 / -6.9530" relative_energy_kj_mol=0.0 total_energy_ev=-100954.9297
Sn -0.2663 0.0415 0.3386 2.007 0.030 -0.860
C 2.1772 -0.0645 -1.0827 -0.874 0.139 0.445
C 1.7527 -1.3060 -1.6632 -0.392 -0.455 -0.339
C 1.0398 -0.9733 -2.8470 0.429 -0.162 0.545
Si 2.2305 -3.0146 -1.0313 -0.326 1.402 -0.331
C 1.0175 0.4340 -2.9920 0.377 0.334 0.498
C 1.7126 1.0197 -1.8994 -0.376 0.352 -0.501
Si 2.1272 2.8307 -1.6108 -0.323 -1.479 -0.191
H 2.7770 0.0327 -0.1808 0.006 -0.063 -0.316
H 0.6359 -1.7041 -3.5451 -0.011 0.214 0.112
H 0.5900 0.9971 -3.8212 0.008 -0.219 0.186
Cl -2.6080 0.0996 0.9311 -0.029 0.007 0.262
C 3.9742 2.9105 -1.3790 0.181 0.356 0.007
C 1.6020 3.8140 -3.1022 0.092 0.333 -0.180
C 4.0682 -2.9713 -0.7568 0.248 -0.309 0.101
C 1.7643 -4.2830 -2.3149 0.092 -0.317 -0.095
H 2.2435 3.4974 -3.9392 -0.234 0.133 0.142
H 1.7698 4.8888 -2.9335 -0.081 -0.218 -0.144
H 0.5530 3.6613 -3.3900 0.313 0.043 0.047
H 4.2678 2.5486 -0.3843 0.000 0.044 -0.251
H 4.3424 3.9383 -1.5067 0.072 -0.224 0.103
H 4.4395 2.2712 -2.1432 -0.065 0.186 0.239
H 2.3600 -4.0700 -3.2159 -0.219 -0.124 0.175
H 0.7000 -4.2738 -2.5871 0.304 -0.007 0.035
H 2.0287 -5.2915 -1.9618 -0.102 0.176 -0.176
H 4.5295 -2.4453 -1.6063 -0.053 -0.183 0.278
H 4.4764 -3.9909 -0.6996 0.080 0.261 0.041
H 4.3054 -2.4346 0.1737 -0.020 -0.103 -0.294
C 1.2640 3.4477 -0.0358 0.186 0.478 0.321
C 1.3692 -3.3669 0.6291 0.060 -0.238 0.178
P -0.4238 2.8203 0.2641 0.073 0.728 -0.079
H 1.2700 4.5583 -0.0586 -0.033 -0.517 0.110
H 1.8828 3.1436 0.8342 -0.269 0.066 -0.366
P -0.3101 -2.6702 0.7965 0.136 -0.877 0.077
H 1.9988 -2.9244 1.4213 -0.214 -0.071 -0.294
H 1.3608 -4.4608 0.7857 -0.089 0.372 0.035
C -0.9623 -3.2429 2.4467 -0.182 0.065 -0.100
C -1.3332 -3.6085 -0.4612 0.251 0.341 0.131
C -1.4411 3.5392 -1.1355 0.243 -0.317 0.214
C -1.0448 3.6998 1.7925 -0.070 -0.133 -0.121
C -1.0113 2.7574 3.0019 -0.085 0.043 0.239
H -2.0990 3.9346 1.5683 0.279 -0.045 0.067
C -0.2893 4.9936 2.0945 -0.100 0.220 0.148
H 0.7718 4.7968 2.2958 -0.251 0.061 -0.028
H -0.7233 5.4505 2.9941 0.125 -0.057 -0.130
H -0.3623 5.7320 1.2865 0.094 -0.214 0.175
H -1.5903 1.8410 2.8203 0.211 0.237 0.061
H -1.4441 3.2615 3.8786 0.069 -0.105 -0.199
H 0.0190 2.4807 3.2636 -0.222 0.049 -0.168
H -0.9788 3.1141 -2.0417 -0.156 0.081 0.246
C -1.3877 5.0673 -1.2055 -0.094 0.135 -0.152
C -2.8923 3.0533 -1.0463 -0.048 0.014 -0.081
H -0.3759 5.4689 -1.3398 -0.170 -0.156 0.127
H -1.8423 5.5234 -0.3138 0.128 -0.120 -0.253
H -1.9729 5.3977 -2.0751 0.080 -0.036 0.177
H -2.9689 1.9628 -1.0871 0.037 0.188 -0.023
H -3.4638 3.4781 -1.8837 0.073 -0.106 0.221
H -3.3643 3.3798 -0.1090 0.051 -0.041 -0.234
H -0.8614 -3.3483 -1.4243 -0.168 -0.053 0.255
C -2.7832 -3.1095 -0.4701 -0.022 -0.061 -0.102
C -1.2836 -5.1257 -0.2603 -0.103 -0.132 -0.120
H -0.2754 -5.5475 -0.3456 -0.156 0.164 0.099
H -1.8910 -5.6003 -1.0438 0.095 0.064 0.173
H -1.7162 -5.4149 0.7087 0.117 0.068 -0.270
H -2.8558 -2.0468 -0.7157 0.026 -0.187 0.011
H -3.2632 -3.2542 0.5074 0.058 0.000 -0.220
H -3.3514 -3.6821 -1.2171 0.081 0.147 0.198
C -0.9995 -2.0828 3.4504 -0.087 -0.051 0.184
C -0.1995 -4.4405 3.0138 -0.093 -0.116 0.210
H -2.0038 -3.5420 2.2436 0.254 0.060 0.047
H 0.8547 -4.1923 3.1882 -0.214 -0.069 -0.023
H -0.2490 -5.3226 2.3649 0.078 0.221 0.116
H -0.6437 -4.7171 3.9793 0.110 0.028 -0.137
H 0.0152 -1.7832 3.7454 -0.184 -0.035 -0.146
H -1.5164 -2.4078 4.3661 0.117 0.101 -0.207
H -1.5355 -1.2109 3.0478 0.214 -0.256 0.171
C -5.1782 0.1146 1.2739 -0.713 0.190 0.638
H -5.1382 0.4483 2.3251 -0.016 -0.237 -0.789
H -5.3212 -0.9530 1.0845 0.067 0.564 -0.055
H -5.3800 0.8652 0.5028 0.110 -0.503 0.319
O 2.9518 -0.7457 1.8575 -0.907 0.745 1.152
C 2.1240 -0.1387 2.5458 -0.425 -0.361 -1.166
O 0.9745 0.3662 2.1421 0.416 -0.444 -0.042
C 2.3197 0.0554 4.0301 -0.096 -0.024 1.425
C 1.2255 0.3986 4.8531 0.314 0.035 0.204
C 1.3800 0.5093 6.2481 1.540 -0.567 -1.467
C 2.6305 0.3092 6.8528 -0.260 0.067 -0.039
C 3.7170 -0.0262 6.0417 -1.771 0.271 -1.327
C 3.5526 -0.1883 4.6439 0.097 0.228 0.536
N 5.0211 -0.1765 6.6236 2.972 -0.485 1.250
O 5.1447 -0.0174 7.8550 -0.501 -0.221 -2.174
O 5.9847 -0.4599 5.8774 -2.071 0.556 1.204
N 0.2151 0.8015 7.0343 -2.653 0.692 1.430
O -0.8638 0.9719 6.4203 2.043 -0.321 1.121
O 0.3104 0.8710 8.2733 0.180 -0.186 -2.193
H 0.2465 0.5698 4.4121 0.294 -0.066 0.119
H 2.7390 0.4158 7.9275 0.037 -0.028 -0.197
H 4.4030 -0.4833 4.0451 0.002 0.013 -0.028

---

[4]
9
Properties=species:S:1:pos:R:3:forces:R:3 method="wB97M-V/def2-TZVPD" orbital_gap_ev=8.94 largest_force_ev_per_a=4.50 homo_energy_ev=-8.8687 relative_energy_kj_mol=186.6 total_energy_ev=-12195.6465
C -0.6070 -0.4023 -0.8769 0.601 0.434 1.807
N -0.2277 -0.7470 0.4969 3.845 1.874 1.382
N 0.5652 0.5997 1.3564 -0.950 -3.823 -1.270
I 1.6189 1.7427 0.1367 0.386 0.976 -0.152
H -0.4299 -1.3286 -1.3956 -0.493 -0.276 -0.655
H -1.6317 -0.0925 -0.7462 -0.331 0.257 -1.079
H 0.1104 0.3503 -1.2521 -0.809 -0.116 -0.455
H 0.7410 -1.1511 0.3649 -1.467 -0.052 0.574
H -0.1393 1.0288 1.9159 -0.782 0.726 -0.151

---

[5]
10
Properties=species:S:1:pos:R:3:forces:R:3 method="wB97M-V/def2-TZVPD" orbital_gap_ev=10.27 smiles="N#CC(=O)[C@H]1CO1" largest_force_ev_per_a=3.33 homo_energy_ev=-11.1464 relative_energy_kj_mol=279.4 total_energy_ev=-9778.7904
C -0.6295 -0.6391 -0.4334 -2.136 -0.940 0.907
C -1.3323 -0.5770 -1.7366 -0.096 0.300 -0.341
C 0.5192 0.1776 -0.1290 1.012 1.930 -2.520
C 0.7394 0.5526 1.2359 0.852 0.578 2.108
H 0.8779 0.8830 -0.9403 -0.307 -0.920 0.917
H 0.1960 0.2811 2.1459 -0.516 -0.520 -0.893
H 1.2355 1.5004 1.4557 0.436 -0.213 -0.588
N -1.9815 -0.4122 -2.6748 0.463 -0.189 0.447
O -1.1167 -1.2694 0.4719 -0.328 -0.553 -0.658
O 1.4919 -0.4970 0.6048 0.621 0.526 0.622